ORCA calculation (ωB97M-V/def2-TZVPD) on a structure of composition C7H8NOSSn in a non-equilibrium geometry.

Cartesian coordinates (Å):
1 Sn 1.014 -1.833 -1.138
2 S 2.293 -1.628 1.254
3 O 0.961 1.822 0.261
4 N 1.883 -0.366 0.209
5 C -0.375 0.650 -1.344
6 C 2.167 1.010 0.478
7 C -2.004 -0.245 0.736
8 C -1.438 -0.212 -1.613
9 C -0.925 0.591 1.003
10 C -2.247 -0.641 -0.565
11 C -0.126 1.028 -0.030
12 H 2.528 1.185 1.489
13 H -3.066 -1.301 -0.811
14 H 1.082 -2.202 1.474
15 H -2.635 -0.598 1.536
16 H -0.717 0.868 2.025
17 H 2.905 1.366 -0.237
18 H 0.310 1.026 -2.092
19 H -1.611 -0.522 -2.634

Summary:
total energy: -27584.2171 eV
largest force on an atom: 0.046 hartree/bohr
charge: +1